C2H6N3O as an isolated structure in a non-equilibrium geometry. Source: the OMol25 dataset; level of theory: ωB97M-V/def2-TZVPD.

Structure (ORCA input):
```
! RIJCOSX wB97M-V def2-TZVPD def2/J DEFGRID3
* xyz 1 1
C 1.605 -0.622 -0.191
C -0.449 0.322 0.274
N 0.345 -0.872 0.060
N 1.769 0.655 -0.121
N -1.607 0.458 -0.482
O 0.638 1.382 0.229
H 2.495 -1.200 -0.630
H -0.781 0.133 1.651
H -0.008 -1.875 0.299
H 2.535 1.276 -0.510
H -2.399 0.656 0.112
H -1.546 0.832 -1.437
*
```

HOMO level in Ha: -0.5293
Molar mass in g mol⁻¹: 88.09
Energy relative to the best compared isomer or geometry (same formula, charge and spin) in kcal per mole: 96.1
F_max in eV/A: 5.4
DFT total energy in eV: -8679.0504